No. 1
A structure of composition C16H29Cl3GeIN3O8PtSi3. Source: the Open Molecules 2025 dataset; level of theory: ωB97M-V/def2-TZVPD.

Positions of all 65 atoms, in Å:
Pt  1.036  1.088  0.380
C  1.626  -0.027  4.879
O  1.383  -0.243  3.511
Si  -0.036  -0.811  2.884
C  -0.241  -2.568  3.540
C  -1.514  0.056  3.654
C  0.151  -0.684  1.001
Si  1.165  -2.179  0.324
C  0.091  -3.738  0.298
C  1.823  -1.976  -1.416
C  2.679  -2.591  1.354
Si  -1.566  -0.616  0.120
C  -1.577  -1.323  -1.619
C  -2.261  1.123  -0.024
C  -2.866  -1.616  1.055
H  1.637  -0.969  5.440
H  0.879  0.637  5.324
H  2.604  0.443  4.980
H  -0.298  -2.485  4.631
H  0.588  -3.230  3.301
H  -1.168  -3.036  3.210
H  -1.244  0.360  4.671
H  -2.345  -0.642  3.749
H  -1.842  0.947  3.128
H  -0.865  -3.591  -0.197
H  -0.099  -4.157  1.284
H  0.638  -4.489  -0.281
H  1.073  -2.143  -2.188
H  2.595  -2.745  -1.525
H  2.288  -1.011  -1.606
H  2.618  -2.330  2.407
H  3.562  -2.092  0.950
H  2.857  -3.667  1.268
H  -0.705  -1.012  -2.184
H  -2.472  -0.957  -2.130
H  -1.618  -2.410  -1.637
H  -1.675  1.790  -0.663
H  -2.371  1.619  0.940
H  -3.249  1.018  -0.484
H  -2.479  -2.556  1.445
H  -3.664  -1.859  0.347
H  -3.315  -1.058  1.875
Cl  4.448  -0.042  2.627
Ge  3.413  0.972  1.000
Cl  4.193  2.967  1.329
Cl  4.527  0.288  -0.760
O  -2.645  4.150  -5.881
N  -2.051  4.555  -4.897
O  -2.073  5.710  -4.510
C  -1.267  3.597  -4.137
C  -1.195  2.275  -4.567
C  -0.447  1.384  -3.854
C  0.222  1.689  -2.606
O  0.715  0.790  -1.886
C  0.169  3.099  -2.304
C  -0.571  4.015  -3.024
N  0.975  3.655  -1.234
O  1.866  2.942  -0.744
O  0.813  4.803  -0.905
N  -0.341  0.034  -4.417
O  -1.310  -0.402  -5.016
O  0.718  -0.543  -4.299
H  -1.719  1.953  -5.454
H  -0.588  5.051  -2.725
I  0.324  2.789  2.271

Summary:
charge = -1
ΔE to the lowest compared entry with this formula, charge and spin = 43.3 kcal/mol
HOMO-LUMO gap (spin up / spin down) = 5.71 / 6.75 eV
2S+1 = 2
<S²> = 0.76

No. 2
An isolated molecule of C4H7NO. Source: the Open Molecules 2025 dataset; level of theory: ωB97M-V/def2-TZVPD.

Positions of all 13 atoms, in Å:
O  -2.242  2.473  0.110
C  -1.799  1.362  -0.037
N  -0.437  1.016  -0.079
C  -0.124  -0.394  -0.130
C  1.186  -0.635  0.638
C  1.061  -0.890  -0.843
H  -2.478  0.487  -0.156
H  0.106  0.969  0.800
H  -0.958  -1.058  0.083
H  1.849  0.210  0.878
H  1.213  -1.429  1.373
H  1.041  -1.923  -1.153
H  1.581  -0.188  -1.485

Summary:
structure (SMILES) = O=CNC1CC1
charge = 0
ΔE to the lowest compared entry with this formula, charge and spin = 63.4 kcal/mol
HOMO-LUMO gap = 10.77 eV

No. 3
An isolated molecule of C15H17F3N2O3. Source: the Open Molecules 2025 dataset; level of theory: ωB97M-V/def2-TZVPD.

Positions of all 40 atoms, in Å:
C  2.484  5.101  -1.047
C  1.607  5.063  -2.294
O  1.521  3.748  -3.000
C  0.719  2.934  -2.486
C  0.725  1.825  -3.010
C  0.101  0.750  -2.772
C  -0.714  0.929  -1.751
C  -1.881  -0.264  -1.517
C  -0.968  -1.225  -0.527
O  -0.363  -2.362  -1.302
N  -0.738  -0.995  0.624
N  -0.842  0.151  1.219
C  -0.263  0.277  2.476
C  -0.413  1.422  3.261
C  0.789  -0.879  2.435
C  0.063  -1.863  1.290
O  1.421  -2.304  0.754
C  -0.512  -3.185  1.836
F  -0.612  -3.914  0.986
F  0.330  -3.756  2.936
F  -1.674  -2.770  2.446
C  -1.122  2.098  -1.185
C  -0.273  3.173  -1.571
H  2.187  4.431  -0.380
H  3.433  4.794  -1.292
H  2.549  6.176  -0.832
H  0.615  5.433  -2.387
H  1.979  5.843  -3.087
H  1.595  1.664  -3.931
H  0.121  -0.193  -3.214
H  -2.329  -0.742  -2.250
H  -2.558  -0.047  -0.724
H  -1.318  1.968  2.789
H  0.559  1.850  3.340
H  -0.952  1.101  4.190
H  0.516  -1.420  3.458
H  1.840  -0.569  2.431
H  1.193  -2.527  0.035
H  -1.728  2.141  -0.568
H  -0.305  4.050  -0.950

Summary:
structure (SMILES) = CCOc1ccc(CC(=O)N2N=C(C)C[C@@]2(O)C(F)(F)F)cc1
charge = 0
ΔE to the lowest compared entry with this formula, charge and spin = 10.1 kcal/mol
HOMO-LUMO gap = 8.53 eV

No. 4
A cluster of 2 separate species, C10H16O in total. Source: the Open Molecules 2025 dataset; level of theory: ωB97M-V/def2-TZVPD.

Positions of all 27 atoms, in Å:
C  1.609  1.015  1.101
C  1.047  -0.408  0.859
C  -0.298  -0.720  1.397
C  -1.340  0.144  1.161
C  -2.676  -0.010  1.529
C  -2.883  -1.206  2.245
O  -4.159  -1.681  2.537
C  -1.864  -2.077  2.584
C  -0.531  -1.781  2.269
H  1.359  1.832  0.423
H  2.701  0.983  1.138
H  1.314  1.354  2.102
H  1.069  -0.504  -0.237
H  1.864  -1.059  1.148
H  -1.127  1.060  0.609
H  -3.386  0.768  1.309
H  -4.713  -0.910  2.602
H  -2.014  -3.037  3.059
H  0.308  -2.336  2.662
C  1.793  0.685  -4.466
C  1.696  1.483  -3.176
H  1.372  -0.312  -4.317
H  1.277  1.168  -5.285
H  2.848  0.463  -4.666
H  1.667  0.814  -2.316
H  0.696  1.948  -3.211
H  2.371  2.324  -3.061

Summary:
structure (SMILES) = CCc1ccc(O)cc1.CC
charge = 0
ΔE to the lowest compared entry with this formula, charge and spin = 34.4 kcal/mol
HOMO-LUMO gap = 9.34 eV

No. 5
An isolated molecule of C5H8O2. Source: the Open Molecules 2025 dataset; level of theory: ωB97M-V/def2-TZVPD.

Positions of all 15 atoms, in Å:
O  -0.878  -0.727  -1.342
C  -0.324  -1.511  -0.314
C  0.919  -0.922  0.345
O  0.619  -0.008  1.391
C  0.464  1.348  1.021
C  -0.381  1.747  -0.091
C  -0.986  0.966  -1.065
H  -1.881  0.512  -0.637
H  -0.044  -2.475  -0.776
H  -1.042  -1.745  0.495
H  1.557  -0.461  -0.426
H  1.492  -1.727  0.821
H  1.441  1.798  0.727
H  0.177  1.882  1.940
H  -1.133  1.324  -2.088

Summary:
charge = 0
ΔE to the lowest compared entry with this formula, charge and spin = 134.7 kcal/mol
HOMO-LUMO gap = 8.24 eV

No. 6
A structure of composition C27H46FN8O8PS. Source: the Open Molecules 2025 dataset; level of theory: ωB97M-V/def2-TZVPD.

Positions of all 92 atoms, in Å:
C  2.101  3.057  -0.993
C  1.397  2.098  -0.883
C  0.894  0.797  -0.601
C  1.231  -0.280  -1.361
C  2.104  -0.012  -2.569
C  1.336  0.721  -3.652
N  0.226  0.339  -4.126
C  0.727  -1.595  -1.032
P  1.205  -3.045  -2.009
O  0.166  -3.388  -2.977
O  1.430  -4.281  -0.995
O  2.642  -2.868  -2.665
C  -0.156  -1.758  -0.003
C  -0.829  -3.081  0.331
C  -2.318  -2.951  0.641
F  -2.923  -2.163  -0.316
C  -0.484  -0.635  0.786
N  -1.281  -0.611  1.864
S  -1.381  0.869  2.381
N  -0.417  1.611  1.315
C  0.018  0.657  0.506
H  2.731  3.898  -1.104
H  2.532  -0.881  -3.046
H  2.933  0.613  -2.256
H  1.751  1.645  -4.035
H  -0.058  -0.531  -3.662
H  1.815  -3.952  -0.171
H  3.212  -2.323  -2.101
H  -0.322  -3.518  1.189
H  -0.783  -3.738  -0.519
H  -2.742  -3.950  0.561
H  -2.513  -2.586  1.639
C  -3.432  -1.385  6.821
C  -2.441  -0.552  6.046
O  -2.592  -0.303  4.856
N  -1.370  -0.070  6.715
C  -1.020  -0.227  8.116
H  -4.229  -1.689  6.150
H  -2.952  -2.278  7.223
H  -3.862  -0.806  7.638
H  -0.754  0.479  6.137
H  -0.966  0.762  8.566
H  -0.042  -0.707  8.191
H  -1.752  -0.827  8.644
C  -1.946  3.928  6.121
C  -1.228  3.781  7.441
O  -1.543  2.924  8.255
N  -0.206  4.636  7.700
C  0.306  5.705  6.860
H  -2.727  3.177  6.064
H  -2.403  4.915  6.039
H  -1.258  3.780  5.288
H  0.228  4.485  8.596
H  1.359  5.527  6.637
H  0.219  6.658  7.383
H  -0.245  5.764  5.928
C  -5.107  2.759  -0.946
C  -4.621  2.160  0.351
O  -3.971  2.803  1.161
N  -4.920  0.857  0.593
C  -5.659  -0.070  -0.245
H  -4.784  3.795  -0.990
H  -4.686  2.224  -1.798
H  -6.196  2.728  -1.001
H  -4.564  0.519  1.474
H  -6.536  -0.435  0.292
H  -5.026  -0.923  -0.496
H  -5.984  0.409  -1.162
C  -0.671  0.086  -10.255
C  -0.528  1.335  -9.416
O  -0.771  2.445  -9.865
N  -0.115  1.179  -8.133
C  0.217  -0.051  -7.432
H  -1.005  0.374  -11.247
H  0.286  -0.430  -10.343
H  -1.407  -0.589  -9.818
H  -0.042  2.046  -7.627
H  -0.430  -0.156  -6.564
H  1.251  -0.002  -7.086
H  0.100  -0.915  -8.077
C  6.061  -3.918  -3.130
C  6.363  -2.475  -2.805
O  5.618  -1.564  -3.137
N  7.505  -2.213  -2.119
C  8.505  -3.152  -1.644
H  5.123  -3.965  -3.676
H  6.849  -4.348  -3.749
H  5.960  -4.500  -2.213
H  7.646  -1.233  -1.935
H  8.595  -3.079  -0.559
H  9.474  -2.916  -2.088
H  8.239  -4.170  -1.906

Summary:
charge = 0
HOMO-LUMO gap = 7.94 eV

no.,total energy (eV)
1,-166978.928
2,-7796.894
3,-33090.847
4,-12676.232
5,-9403.989
6,-79889.415